w | The following is a quantum chemistry calculation of a cluster of 2 separate species, C6H9N2 in total, from the OMol25 dataset.

Geometry as XYZ:
```
17
C6H9N2 | the OMol25 dataset | ωB97M-V/def2-TZVPD
C -2.7565 -0.3454 0.1191
C -2.3931 1.0118 -0.1661
C -1.5591 -1.0589 0.2064
C 2.0979 1.6996 -0.2889
C 0.7227 -0.2924 0.0824
C 1.6564 -1.4344 0.0839
N -1.0811 1.1498 -0.2161
N -0.5200 -0.0597 0.1484
H -3.7698 -0.6697 0.3728
H -2.9441 1.9082 -0.1950
H -1.3868 -2.1185 0.5288
H 1.4489 2.1855 -0.9670
H 2.6815 0.8249 -0.6517
H 1.5134 -1.8904 -0.8426
H 2.6079 -0.9982 0.0705
H 1.3792 -2.0537 1.0426
H 2.3026 2.1414 0.6725
```

The highest occupied orbital energy (spin up / spin down) comes out at -13.88 / -13.88 eV. The calculation puts the LUMO energy (spin up / spin down) at -5.2258 / -5.2254 eV. As for the charge: +1.

x | The following is a quantum chemistry calculation of the ion C6H9N2 with charge +1, from the OMol25 dataset.

Geometry as XYZ:
```
17
C6H9N2 | the OMol25 dataset | ωB97M-V/def2-TZVPD
C 2.4349 0.8968 0.2377
C 1.1093 0.9334 0.1279
C 1.7196 -1.0994 -0.1966
C -1.7530 0.3166 -0.7360
C -2.1774 0.1770 0.7462
C -0.6182 -0.6079 -0.6456
N 2.8163 -0.4429 0.0764
N 0.6622 -0.2604 -0.2817
H 2.8689 1.6588 0.8160
H 0.3970 1.6991 0.3257
H 1.6169 -2.1301 -0.5138
H -2.6053 0.1973 -1.4527
H -1.4616 1.2569 -1.0101
H -1.6358 0.6846 1.5498
H -2.8102 -0.6587 1.0570
H -0.6508 -1.7162 -0.8235
H 3.7061 -0.9609 -0.0191
```

The highest occupied orbital energy (spin up / spin down) comes out at -12.27 / -12.02 eV. The calculation puts the LUMO energy (spin up / spin down) at -4.3483 / -3.8492 eV. As for the charge: +1.

y | The following is a quantum chemistry calculation of a cluster of 2 separate species, C6H9N2 in total, from the OMol25 dataset.

Geometry as XYZ:
```
17
C6H9N2 | the OMol25 dataset | ωB97M-V/def2-TZVPD
C -1.1975 2.0276 1.0949
C -1.5947 1.2948 0.2580
C 3.3026 -1.8053 1.5057
C -2.7861 0.7858 -1.8467
C -2.4003 0.4727 -0.6541
C 1.2500 -0.7346 0.3971
N 2.2401 -1.4608 0.9299
N 1.1263 -0.1182 -0.7357
H -0.5698 2.7717 1.5972
H 3.4748 -2.9191 1.4923
H 3.8729 -1.0851 2.1274
H -2.4082 1.6554 -2.2265
H -3.6416 0.2399 -2.3308
H -2.9242 -0.3859 -0.1595
H 0.3634 -0.5842 1.0228
H 1.6936 -0.4245 -1.6011
H 0.1987 0.2700 -0.8709
```

The highest occupied orbital energy comes out at -13.05 eV. The calculation puts the LUMO energy at -4.1977 eV. As for the charge: +1.

The least stable of them is w.

w | The following is a quantum chemistry calculation of a cluster of 2 separate species, CHClFN in total, from the OMol25 dataset.

Geometry as XYZ:
```
5
CHClFN | the OMol25 dataset | ωB97M-V/def2-TZVPD
C 0.5683 -0.0818 0.1107
N -1.1109 0.0977 -0.9439
F -2.0781 -0.0815 0.0506
Cl 2.1057 0.1530 -0.4399
H 0.5150 -0.0874 1.2225
```

The highest occupied orbital energy (spin up / spin down) comes out at -9.01 / -11.00 eV. The calculation puts the LUMO energy (spin up / spin down) at -0.6865 / -0.3540 eV.

x | The following is a quantum chemistry calculation of a structure of composition CHClFN, from the OMol25 dataset.

Geometry as XYZ:
```
5
CHClFN | the OMol25 dataset | ωB97M-V/def2-TZVPD
C -0.6211 -0.0717 0.7886
N -0.5857 0.9317 0.1795
F -0.5295 -1.2099 1.3755
Cl 1.4616 -0.5057 -1.5124
H 0.2747 0.8556 -0.8312
```

The highest occupied orbital energy comes out at -9.89 eV. The calculation puts the LUMO energy at -1.2751 eV.

The least stable of them is w.

w | The following is a quantum chemistry calculation of a cluster of 2 separate species, C3H12N2OS in total, from the OMol25 dataset.

Geometry as XYZ:
```
19
C3H12N2OS | the OMol25 dataset | ωB97M-V/def2-TZVPD
N -2.1178 1.4744 1.3503
C -1.8464 0.6123 0.2326
N -0.7208 -0.3263 0.3849
C 0.4598 -0.0336 -0.4219
C 0.2023 -0.4808 -1.8629
S 1.8137 -0.6005 -2.6944
H -1.3108 1.9920 1.6754
H -2.6593 1.0675 2.0966
H -1.6182 1.2334 -0.6206
H -2.7334 0.0173 0.0680
H -0.4614 -0.5253 1.3380
H 1.2951 -0.6324 -0.0672
H 0.7862 1.0055 -0.3115
H -0.5386 0.1484 -2.3512
H -0.2080 -1.4763 -1.7931
H 1.4400 -1.1087 -3.8646
O 2.3813 -0.6892 2.2981
H 2.9003 -0.7602 1.4944
H 2.9360 -0.9177 3.0490
```

The highest occupied orbital energy comes out at -8.39 eV. The calculation puts the LUMO energy at 0.6815 eV.

x | The following is a quantum chemistry calculation of a cluster of 2 separate species, C3H12N2OS in total, from the OMol25 dataset.

Geometry as XYZ:
```
19
C3H12N2OS | the OMol25 dataset | ωB97M-V/def2-TZVPD
N 0.4903 2.2389 0.5692
C 0.2397 1.8610 -0.7999
N -0.6045 0.6555 -0.9807
C 0.1506 -0.5588 -1.1381
C -0.7492 -1.8082 -1.0294
S 0.0224 -3.1140 -0.0075
H 1.4730 2.2069 0.8198
H 0.1102 3.1494 0.8269
H 1.1998 1.6019 -1.2502
H -0.2531 2.6314 -1.3941
H -1.3619 0.6576 -0.3286
H 0.9917 -0.6228 -0.4322
H 0.6638 -0.6365 -2.1030
H -0.8134 -2.2635 -2.0164
H -1.7610 -1.5802 -0.7085
H -0.3591 -2.6678 1.2111
O 0.3651 -0.8512 3.0475
H 0.7288 0.0277 2.9602
H -0.5331 -0.9275 2.7538
```

The highest occupied orbital energy comes out at -8.54 eV. The calculation puts the LUMO energy at 0.7554 eV.

The least stable of them is x.

w | The following is a quantum chemistry calculation of a cluster of 2 separate species, C3H12N2OS in total, from the OMol25 dataset.

Geometry as XYZ:
```
19
C3H12N2OS | the OMol25 dataset | ωB97M-V/def2-TZVPD
N 2.0947 0.8691 0.3605
C 1.6628 0.4130 -0.9633
N 0.3971 -0.3338 -0.8331
C -0.7498 0.4749 -0.4011
C -1.9711 -0.4416 -0.3109
S -3.4244 0.3285 0.4369
H 1.8403 1.7707 0.7529
H 3.0847 0.7166 0.5055
H 1.6395 1.2901 -1.6157
H 2.3795 -0.3185 -1.3232
H 0.1814 -0.5842 -1.7999
H -0.6139 0.9851 0.5525
H -0.8962 1.2704 -1.1427
H -2.1594 -0.6965 -1.3592
H -1.8803 -1.3798 0.2250
H -2.9351 0.3984 1.6798
O 0.4147 -1.5125 2.1324
H -0.1047 -2.1198 1.5932
H 1.0402 -1.1302 1.5103
```

The highest occupied orbital energy comes out at -9.09 eV. The calculation puts the LUMO energy at 0.8365 eV.

x | The following is a quantum chemistry calculation of a cluster of 2 separate species, C3H12N2OS in total, from the OMol25 dataset.

Geometry as XYZ:
```
19
C3H12N2OS | the OMol25 dataset | ωB97M-V/def2-TZVPD
N -0.6919 0.6978 -2.2373
C 0.1695 -0.3875 -1.7617
N 0.2087 -0.5361 -0.2961
C -0.1186 0.3750 0.8035
C 1.0520 0.3595 1.8109
S 2.3150 1.6962 1.4146
H -1.6587 0.5472 -1.9617
H -0.3677 1.4558 -1.6421
H 1.2309 -0.1499 -1.9149
H -0.0026 -1.3132 -2.3137
H 0.9518 -1.1249 0.0339
H -1.0501 0.0383 1.3232
H -0.2272 1.3509 0.3225
H 1.4868 -0.6275 1.7261
H 0.7167 0.6259 2.8140
H 2.2613 2.2867 2.6208
O -2.4436 -1.7342 -0.4161
H -1.7323 -1.0861 -0.4276
H -2.1001 -2.4738 0.1017
```

The highest occupied orbital energy comes out at -8.64 eV. The calculation puts the LUMO energy at 0.6458 eV.

The least stable of them is x.